A cluster of 2 separate species, C5H10O in total. Source: OMol25; level of theory: wB97M-V/def2-TZVPD.

Computed properties:
Lowest unoccupied orbital energy = 1.064 eV
Calculated total energy = -7393.0718 eV
Energy relative to the best compared isomer or geometry (same formula, charge and spin) = 163.4 kJ/mol
SMILES = C=CC.CC=O

Cartesian coordinates (Å):
C1 -0.876 -1.569 0.558
C2 -1.095 -0.267 0.711
C3 -1.646 0.615 -0.377
H1 -1.047 -2.064 -0.396
H2 -0.407 -2.178 1.328
H3 -0.849 0.206 1.663
H4 -1.302 1.652 -0.292
H5 -2.739 0.626 -0.322
H6 -1.364 0.244 -1.370
C4 1.651 1.014 -0.392
C5 1.506 -0.421 0.039
O1 1.465 -1.339 -0.747
H7 2.714 1.118 -0.636
H8 1.402 1.736 0.393
H9 1.072 1.213 -1.298
H10 1.518 -0.585 1.139

Here are the natural (NBO) charges for atoms 1 to 8, given in e: C -0.353; C -0.219; C -0.660; H 0.201; H 0.200; H 0.194; H 0.212; H 0.226



The molecule CH3FO2 in a non-equilibrium geometry. Source: OMol25; level of theory: wB97M-V/def2-TZVPD.

Computed properties:
Lowest unoccupied orbital energy = 0.840 eV
Calculated total energy = -7893.4707 eV
Energy relative to the best compared isomer or geometry (same formula, charge and spin) = 461.8 kJ/mol
SMILES = OOCF

Cartesian coordinates (Å):
O1 -1.398 1.039 0.398
O2 -0.242 1.375 -0.422
C1 0.967 0.244 0.102
F1 2.101 0.892 0.022
H1 -2.023 0.703 -0.386
H2 0.726 -0.024 1.206
H3 0.646 -0.578 -0.678

Charges per atom according to natural (NBO) partitioning, unit e: O -0.466; O -0.353; C 0.319; F -0.306; H 0.461; H 0.173; H 0.173